Below is C41H37CoN2P2S as an isolated structure, with properties calculated with ωB97M-V/def2-TZVPD.

The value obtained for the HOMO-LUMO gap (alpha / beta) is 8.22 / 7.47 eV. The HOMO energy (alpha / beta) is -10.68 / -10.67 eV. The spin multiplicity is 4. Its LUMO energy (alpha / beta) is -2.460 / -3.199 eV. Its total charge is +1. The electronic energy is -4157.6129 Eh. As for the expectation value of S²: 3.763.

Structure (XYZ):
```
84
Properties=species:S:1:pos:R:3:lowdin_spin:R:1
Co -0.1538 -0.0712 0.0843 2.58
C -5.4341 2.2574 1.3310 0.00
C -5.2856 3.4905 0.4418 0.00
C -5.3883 4.7371 1.3355 0.00
C -6.4315 3.5053 -0.5830 0.00
C -3.9513 3.5082 -0.2996 0.00
C -3.6704 4.6007 -1.1403 0.00
C -2.4823 4.7181 -1.8249 0.00
C -1.5338 3.7176 -1.6614 0.00
S 0.0715 3.6303 -2.3159 0.01
C 0.3315 2.1547 -1.4569 0.02
N -0.7085 1.7290 -0.7727 0.05
C -1.7831 2.6077 -0.8466 0.01
C -3.0033 2.5052 -0.1721 0.00
C 1.6022 1.4397 -1.4466 0.02
C 2.7123 1.9155 -2.1470 0.00
C 3.9127 1.2344 -2.0745 0.01
C 4.0001 0.0807 -1.3082 0.00
C 2.8874 -0.3989 -0.6234 0.03
C 1.6683 0.2640 -0.6714 0.10
H -6.4111 2.2739 1.8172 0.00
H -4.6714 2.2384 2.1106 0.00
H -5.3647 1.3437 0.7463 0.00
H -6.3451 4.7299 1.8610 0.00
H -5.3274 5.6577 0.7555 0.00
H -4.5862 4.7395 2.0754 0.00
H -7.3906 3.4227 -0.0681 0.00
H -6.3393 2.6712 -1.2796 0.00
H -6.4401 4.4297 -1.1606 0.00
H -4.3990 5.3939 -1.2396 0.00
H -2.2809 5.5728 -2.4569 0.00
H -3.1640 1.6531 0.4754 0.00
H 2.6260 2.8212 -2.7375 0.00
H 4.7760 1.6021 -2.6124 0.00
H 4.9387 -0.4555 -1.2457 0.00
H 2.9855 -1.3171 -0.0553 0.00
N -1.9812 -1.6112 1.5168 0.02
P -1.0334 -0.3668 2.2121 0.05
C -2.1926 0.7687 3.0338 0.01
C -2.0122 2.1443 2.9309 0.00
C -2.8456 3.0086 3.6266 0.00
C -3.8691 2.5014 4.4131 0.00
C -4.0569 1.1277 4.5125 0.00
C -3.2151 0.2627 3.8350 0.00
C -0.2503 -1.1480 3.6570 0.01
C 0.1437 -2.4825 3.6282 0.00
C 0.7883 -3.0400 4.7214 0.00
C 1.0631 -2.2627 5.8371 0.00
C 0.6932 -0.9254 5.8613 0.00
C 0.0404 -0.3661 4.7755 0.00
P -1.6593 -1.8485 -0.1439 0.05
C -1.8422 -3.6494 -0.3372 0.01
C -1.6347 -4.5250 0.7249 0.00
C -1.7682 -5.8922 0.5346 0.00
C -2.0964 -6.3947 -0.7150 0.00
C -2.2914 -5.5256 -1.7805 0.00
C -2.1608 -4.1602 -1.5961 0.00
C -3.0824 -1.3043 -1.1419 0.01
C -4.3864 -1.6510 -0.7995 0.00
C -5.4299 -1.3227 -1.6483 0.00
C -5.1773 -0.6603 -2.8430 0.00
C -3.8810 -0.3049 -3.1833 0.00
C -2.8346 -0.6220 -2.3306 0.00
H -2.7415 -2.0655 2.0090 0.00
H -1.2123 2.5364 2.3123 0.00
H -2.6963 4.0777 3.5494 0.00
H -4.5235 3.1767 4.9485 0.00
H -4.8536 0.7316 5.1285 0.00
H -3.3326 -0.8083 3.9599 0.00
H -0.0520 -3.0851 2.7500 0.00
H 1.0805 -4.0816 4.7018 0.00
H 1.5724 -2.6978 6.6866 0.00
H 0.9087 -0.3172 6.7298 0.00
H -0.2538 0.6759 4.7981 0.00
H -1.3819 -4.1458 1.7065 0.00
H -1.6080 -6.5670 1.3652 0.00
H -2.1968 -7.4617 -0.8607 0.00
H -2.5470 -5.9154 -2.7567 0.00
H -2.3186 -3.4845 -2.4278 0.00
H -4.5856 -2.1954 0.1171 0.00
H -6.4456 -1.5819 -1.3774 0.00
H -5.9973 -0.4216 -3.5075 0.00
H -3.6878 0.2096 -4.1156 0.00
H -1.8174 -0.3472 -2.5894 0.00
```

Below is C41H37F5P2Sn as an isolated structure, with properties calculated with ωB97M-V/def2-TZVPD.

The value obtained for the HOMO-LUMO gap is 7.03 eV. The HOMO energy is -8.12 eV. Its LUMO energy is -1.082 eV. Its total charge is 0. The electronic energy is -2980.6507 Eh.

Structure (XYZ):
```
86
Properties=species:S:1:pos:R:3:lowdin_charge:R:1
Sn -2.7807 -0.0009 -2.5456 1.34
C 1.8450 1.4809 0.3371 -0.12
C 1.4892 2.0023 -0.8443 -0.12
C 2.2759 2.0190 -2.0978 -0.20
C 2.0165 0.8267 -3.0403 -0.18
C 2.5924 -0.5018 -2.5710 -0.11
C 3.1202 -0.7711 -1.3695 -0.11
C 3.9060 0.1527 -0.4452 -0.20
C 3.1118 0.7830 0.6827 -0.20
C -3.2353 -1.6915 -1.1846 -0.33
H 1.1735 1.6008 1.2062 0.11
H 0.5883 2.6129 -0.8423 0.10
H 3.3516 2.1236 -1.8930 0.11
H 1.9624 2.9228 -2.6389 0.11
H 0.9346 0.6824 -3.2510 0.10
H 2.4703 1.0770 -4.0126 0.11
H 2.2292 -1.3533 -3.1751 0.10
H 3.1036 -1.8204 -1.0276 0.11
H 4.4986 0.8976 -0.9946 0.10
H 4.6504 -0.4967 0.0458 0.11
H 2.8408 0.0107 1.4108 0.09
H 3.7819 1.4365 1.2638 0.12
H -3.2914 -1.2489 -0.1748 0.00
H -2.4594 -2.5055 -1.1564 0.03
H -4.2156 -2.0248 -1.5296 -0.04
P -4.2763 2.2147 -6.9638 1.01
P -3.8329 -0.8820 -8.0123 1.01
C -2.9826 1.7651 -8.1289 -0.36
C -2.8943 0.5240 -8.6693 -0.36
C -5.0309 3.6121 -7.9635 -0.38
C -4.3323 4.3282 -8.9455 -0.10
C -4.9811 5.2994 -9.7242 -0.08
C -6.3266 5.6103 -9.5056 -0.09
C -7.0211 4.9086 -8.5134 -0.09
C -6.3930 3.9059 -7.7696 -0.11
C -3.2051 3.0512 -5.7331 -0.39
C -2.3644 2.2171 -4.9735 -0.21
C -1.5407 2.7625 -3.9945 -0.15
C -1.5174 4.1527 -3.8039 -0.08
C -2.3472 4.9858 -4.5660 -0.08
C -3.2100 4.4320 -5.5175 -0.08
C -4.2968 -1.5275 -9.7349 -0.36
C -5.0733 -0.6977 -10.5587 -0.11
C -5.4020 -1.1040 -11.8526 -0.09
C -4.9685 -2.3397 -12.3479 -0.09
C -4.1812 -3.1532 -11.5314 -0.09
C -3.8548 -2.7595 -10.2289 -0.09
C -2.4828 -2.0466 -7.6148 -0.42
C -2.8092 -3.1551 -6.8041 -0.12
C -1.8247 -4.0749 -6.4522 -0.09
C -0.5005 -3.8783 -6.8666 -0.09
C -0.1708 -2.7779 -7.6656 -0.08
C -1.1599 -1.8565 -8.0325 -0.09
H -2.2496 2.5370 -8.3883 0.08
H -2.2694 0.3113 -9.5524 0.08
H -3.2759 4.1411 -9.1344 0.09
H -4.4299 5.8132 -10.5130 0.10
H -6.8257 6.3771 -10.1060 0.10
H -8.0669 5.1414 -8.3342 0.10
H -6.9536 3.3359 -7.0314 0.10
H -2.4126 1.1312 -5.1082 0.02
H -0.9553 2.1121 -3.3323 0.05
H -0.8734 4.5788 -3.0333 0.10
H -2.3461 6.0680 -4.4047 0.11
H -3.8820 5.0754 -6.0905 0.10
H -5.3956 0.2730 -10.1789 0.10
H -5.9927 -0.4436 -12.4805 0.10
H -5.2340 -2.6523 -13.3606 0.10
H -3.8028 -4.0994 -11.9075 0.10
H -3.2313 -3.4028 -9.6074 0.10
H -3.8345 -3.2830 -6.4597 0.10
H -2.0908 -4.9580 -5.8677 0.10
H 0.2706 -4.6019 -6.5906 0.10
H 0.8557 -2.6403 -8.0183 0.11
H -0.8728 -0.9982 -8.6398 0.09
F -2.9288 1.5134 -0.1965 -0.01
C -1.9153 0.6399 0.1712 -0.30
C -1.1755 -0.0253 -0.8183 -0.20
C -0.1766 -0.8700 -0.3225 -0.24
F 0.3252 -1.8131 -1.1623 0.06
C 0.1701 -0.8813 1.0460 -0.13
F 1.3204 -1.4705 1.4970 0.08
C -0.7201 -0.3506 1.9798 -0.14
F -0.4578 -0.5313 3.2927 0.11
C -1.8207 0.3780 1.5536 -0.13
F -2.7800 0.8064 2.4217 0.09
```

Below is C41H37N7ORuSe as an isolated structure, with properties calculated with ωB97M-V/def2-TZVPD.

The value obtained for the HOMO-LUMO gap (alpha / beta) is 6.71 / 6.73 eV. The HOMO energy (alpha / beta) is -9.74 / -9.78 eV. The spin multiplicity is 2. Its LUMO energy (alpha / beta) is -3.037 / -3.052 eV. Its total charge is +1. The electronic energy is -4539.3350 Eh. As for the expectation value of S²: 0.758. The calculation puts the energy above the lowest of the compared OMol25 structures with the same formula, charge and spin at 0.00 kJ/mol.

Structure (XYZ):
```
88
Properties=species:S:1:pos:R:3:lowdin_spin:R:1
Ru 0.4419 -0.1760 0.1242 0.89
C -0.8272 0.8614 4.6345 0.00
C -2.1750 1.1535 4.5486 0.00
C -2.8155 0.9587 3.3387 0.00
C -2.0901 0.4763 2.2545 0.00
N -0.7782 0.2367 2.3214 0.03
C -0.1710 0.4237 3.4969 0.00
C -2.7499 0.2176 0.9537 0.00
C -4.1290 0.0554 0.8850 0.00
C -4.7279 -0.1012 -0.3481 0.00
C -3.9315 -0.0564 -1.4734 0.00
C -2.5562 0.0888 -1.3258 0.00
N -1.9637 0.1703 -0.1277 0.03
C -1.6837 0.1795 -2.5193 0.00
C -2.1876 0.5751 -3.7530 0.00
C -1.3302 0.6482 -4.8371 0.00
C 0.0013 0.3277 -4.6496 0.00
C 0.4238 -0.0355 -3.3806 0.00
N -0.3941 -0.1081 -2.3293 0.02
H -0.2769 0.9847 5.5564 0.00
H -2.7204 1.5304 5.4034 0.00
H -3.8613 1.2065 3.2397 0.00
H 0.8896 0.2186 3.5300 0.00
H -4.7243 0.0293 1.7844 0.00
H -5.7967 -0.2455 -0.4304 0.00
H -4.3691 -0.1610 -2.4544 0.00
H -3.2260 0.8462 -3.8716 0.00
H -1.6984 0.9564 -5.8066 0.00
H 0.7128 0.3671 -5.4624 0.00
H 1.4575 -0.2892 -3.1842 0.00
C 0.3955 4.0686 -0.8903 0.00
C 1.3259 4.5991 -0.0044 0.00
C 1.9729 3.7558 0.8733 0.00
C 1.6964 2.3909 0.8509 0.00
N 0.8022 1.8848 -0.0213 0.00
C 0.1635 2.7110 -0.8596 0.00
C 2.3264 1.3864 1.7059 0.01
C 3.2682 1.7040 2.6896 0.00
C 3.8493 0.7037 3.4412 0.01
C 3.5133 -0.6254 3.1893 0.00
C 2.5840 -0.9406 2.2124 0.01
C 1.9445 0.0596 1.4740 -0.02
H -0.1391 4.6903 -1.5939 0.00
H 1.5414 5.6593 -0.0024 0.00
H 2.7030 4.1425 1.5688 0.00
H -0.5484 2.2554 -1.5315 0.00
H 3.5528 2.7332 2.8680 0.00
H 4.5821 0.9490 4.1980 0.00
H 3.9974 -1.4171 3.7480 0.00
H 2.3891 -1.9816 1.9966 0.00
Se 2.3891 -1.1957 -0.9997 0.02
C 3.7673 0.1270 -1.0292 0.00
C 3.5926 1.3760 -1.6153 0.00
C 4.6377 2.2854 -1.5762 0.00
N 5.8172 2.0349 -1.0129 0.00
C 5.9814 0.8309 -0.4712 0.00
C 4.9983 -0.1494 -0.4496 0.00
H 2.6607 1.6392 -2.0978 0.00
H 4.5202 3.2679 -2.0228 0.00
H 6.9490 0.6379 -0.0207 0.00
H 5.1841 -1.1026 0.0273 0.00
C -0.3152 -5.4206 -4.8830 0.00
C -1.3951 -5.8538 -3.9024 0.00
N -1.4464 -5.0076 -2.7067 0.00
C -2.5721 -4.0944 -2.5741 0.00
C -2.5625 -2.9960 -3.6282 0.00
C -0.5143 -5.2468 -1.7527 0.00
O 0.3151 -6.1337 -1.8452 0.00
C -0.4752 -4.3684 -0.5278 0.00
C -0.5200 -4.9387 0.7356 0.00
C -0.3336 -4.1226 1.8369 0.00
C -0.0698 -2.7786 1.6450 0.00
N 0.0006 -2.2240 0.4291 -0.01
C -0.2168 -3.0140 -0.6328 0.00
H -0.3165 -6.0754 -5.7546 0.00
H 0.6645 -5.4839 -4.4116 0.00
H -0.4756 -4.3966 -5.2239 0.00
H -1.2099 -6.8785 -3.5813 0.00
H -2.3822 -5.8184 -4.3651 0.00
H -2.5543 -3.6546 -1.5793 0.00
H -3.4982 -4.6725 -2.6471 0.00
H -1.6519 -2.3975 -3.5571 0.00
H -3.4250 -2.3414 -3.4910 0.00
H -2.6145 -3.4098 -4.6355 0.00
H -0.6823 -6.0032 0.8431 0.00
H -0.3706 -4.5178 2.8422 0.00
H 0.0948 -2.1174 2.4803 0.00
H -0.1479 -2.5348 -1.6016 0.00
```

Look up the electronic energy of the first one.
-4157.6129 Eh

The lowest electronic energy belongs to which entry?
C41H37N7ORuSe

Among the records above, which one has the lowest electronic energy?
C41H37N7ORuSe

The lowest total charge belongs to which entry?
C41H37F5P2Sn